13
Properties=species:S:1:pos:R:3:forces:R:3:mulliken_charge:R:1 method="wB97M-V/def2-TZVPD" de_lowest_kcal_mol=37.7 total_energy_ev=-6769.5350 molar_mass_g_mol=74.10 total_charge=+1
C 1.337212 -0.559919 0.164589 0.23 -1.31 -0.36 0.20
C 2.104381 -1.280065 -0.692261 0.57 0.05 4.96 -0.75
C -0.378372 1.207023 0.291215 0.39 -0.73 -0.10 -0.09
N 0.489210 0.472305 -0.337327 -1.46 1.62 -2.60 -0.11
H 1.150713 -0.794122 1.264819 0.75 0.53 -1.66 0.26
H 2.254016 -1.287968 -1.689232 -0.42 1.02 -3.43 0.33
H 2.908161 -1.938359 -0.302771 -1.13 0.11 0.47 0.24
H -0.958848 1.891292 -0.344643 0.39 -0.18 0.73 0.27
H -0.547102 1.108908 1.382278 0.35 0.17 -0.93 0.27
H 0.474845 0.712735 -1.424738 0.58 -1.16 2.92 0.35
H -3.252696 0.796548 0.831960 -2.15 1.67 1.07 0.30
H -2.977550 -0.576643 0.364869 -1.23 -2.66 -0.41 0.26
O -2.603975 0.248259 0.491241 3.14 0.88 -0.66 -0.52

13
Properties=species:S:1:pos:R:3:forces:R:3:mulliken_charge:R:1 method="wB97M-V/def2-TZVPD" s_squared=0.758 de_lowest_kcal_mol=44.7 total_energy_ev=-7324.6524 molar_mass_g_mol=76.09 total_charge=+1 multiplicity=2
C 0.811744 -1.195554 -1.733351 0.37 -0.03 0.10 -0.15
O 1.596238 -2.086351 -0.963531 -0.42 0.12 0.11 -0.39
C 0.244334 -0.109487 -0.920174 0.16 0.26 -0.20 0.08
C 0.502028 1.244101 -1.179087 -0.29 0.02 0.00 -0.51
H -0.033709 -1.816557 -2.085076 0.03 0.20 -0.29 0.28
H 1.373834 -0.808589 -2.605878 -0.20 -0.25 0.30 0.32
H 1.988544 -1.677250 -0.179567 0.09 0.07 -0.14 0.34
H -0.388705 -0.306186 -0.063362 0.17 -0.43 0.20 0.42
H 0.046302 1.989480 -0.539365 0.05 0.13 -0.05 0.31
H 1.125220 1.571174 -2.003710 0.04 -0.07 0.01 0.29
H -3.096210 1.225807 3.700221 0.00 -0.05 0.21 0.33
H -2.018847 0.740595 4.695816 -0.17 0.05 -0.01 0.33
O -2.150767 1.228815 3.877063 0.18 -0.02 -0.25 -0.66

11
Properties=species:S:1:pos:R:3:forces:R:3:mulliken_charge:R:1 method="wB97M-V/def2-TZVPD" s_squared=12.012 de_lowest_kcal_mol=0.0 total_energy_ev=-105559.8680 molar_mass_g_mol=180.91 total_charge=+2 multiplicity=7
Mn -3.617540 -3.042479 1.721886 1.46 1.47 0.57 1.14
Br -1.852698 -1.295035 2.223990 -1.63 -1.60 -0.49 -0.13
C 1.154871 -0.125136 0.004367 1.50 -1.89 0.25 -0.60
C 0.151918 0.995932 -0.398484 -1.25 1.26 1.45 -0.03
O -0.349306 0.755803 -1.625367 -0.54 -0.42 0.49 -0.14
H 0.625173 -0.829432 0.645837 -0.37 0.18 -0.12 0.12
H 2.026041 0.231118 0.554127 -0.20 0.59 -0.23 0.33
H 1.502523 -0.700071 -0.853937 0.06 0.24 -0.11 0.34
H 0.659622 1.960464 -0.393482 0.75 0.17 -0.12 0.29
H -0.621757 1.002984 0.369283 -0.31 -0.17 -0.40 0.24
H 0.321153 1.045853 -2.248220 0.54 0.18 -1.28 0.44

16
Properties=species:S:1:pos:R:3:forces:R:3:mulliken_charge:R:1 method="wB97M-V/def2-TZVPD" de_lowest_kcal_mol=33.7 total_energy_ev=-7393.3049 smiles="CCC(=O)CC" molar_mass_g_mol=86.13
C 2.179622 0.208790 0.180417 0.37 0.06 0.01 -1.23
C 0.905157 -0.188267 -0.550154 0.19 -0.03 0.05 -0.25
C -0.099438 -0.198515 0.580645 0.92 0.09 0.90 0.45
O -0.089385 -1.081024 1.427967 0.88 0.87 0.36 -0.63
C -1.202530 0.800309 0.466331 0.09 -0.40 0.13 -0.49
C -1.939419 -0.334075 -0.322585 -0.62 -0.43 -0.07 -0.92
H 3.045346 0.195469 -0.478219 0.08 0.06 0.03 0.38
H 2.324821 -0.495346 1.004337 0.18 0.14 -0.14 0.31
H 2.068184 1.212557 0.608531 0.14 -0.13 -0.08 0.32
H 0.994240 -1.186779 -0.991750 0.00 0.11 0.20 0.27
H 0.652211 0.518264 -1.352277 -0.03 -0.11 0.30 0.33
H -1.681837 1.038471 1.419713 0.09 -0.20 -0.21 0.31
H -0.972165 1.720751 -0.092258 -0.13 -0.56 0.07 0.26
H -1.402257 -1.250650 0.013857 -1.25 0.25 -1.56 0.24
H -2.913128 -0.539061 0.092439 -0.69 0.45 -0.27 0.38
H -1.914717 -0.191520 -1.406376 -0.23 -0.16 0.29 0.28

15
Properties=species:S:1:pos:R:3:forces:R:3:mulliken_charge:R:1 method="wB97M-V/def2-TZVPD" de_lowest_kcal_mol=91.7 total_energy_ev=-9178.2191 molar_mass_g_mol=100.12 total_charge=+2
C 2.364923 -0.585289 0.262807 -1.27 0.02 0.43 -0.01
C -0.624425 -0.319658 -1.182862 0.63 -0.07 0.26 -0.83
C -1.503491 -0.143967 1.260913 -0.93 2.33 -0.32 -0.81
N -0.778506 2.790899 -0.027315 -0.12 -2.56 -0.47 -0.28
N -0.770566 1.665397 -0.065567 -0.02 5.21 0.89 0.40
N 3.324774 -0.427592 -0.299188 3.01 -0.64 -1.54 0.12
N -0.702751 0.435139 0.112221 1.27 -2.19 -0.12 0.30
H 1.367659 -0.675229 0.701190 0.72 0.03 0.07 0.43
H 0.014226 0.188861 -1.928805 -0.64 0.04 0.44 0.36
H -0.204257 -1.300411 -1.002760 0.11 -0.19 0.29 0.34
H -1.637208 -0.459923 -1.452164 -0.95 -0.14 -1.05 0.42
H -1.210996 0.230050 2.252883 0.60 -0.29 -0.48 0.33
H -2.489082 0.317267 1.089032 -0.18 -1.07 0.24 0.40
H -1.420343 -1.189043 1.109890 -0.34 -0.96 0.21 0.38
H 4.270038 -0.526495 -0.830275 -1.90 0.48 1.16 0.45

13
Properties=species:S:1:pos:R:3:forces:R:3:mulliken_charge:R:1 method="wB97M-V/def2-TZVPD" de_lowest_kcal_mol=74.4 total_energy_ev=-23562.1745 molar_mass_g_mol=139.53 total_charge=-1
C 3.371823 0.515811 -0.739201 -0.06 1.20 1.96 0.55
C -0.062545 1.077078 0.707689 0.29 2.95 1.22 -0.83
C 0.233945 0.194955 -0.360505 0.95 -1.44 0.43 -0.84
C 2.674407 -0.506357 0.346430 -0.59 0.59 -1.87 0.29
O 3.881076 0.084612 -1.752493 -0.05 -1.60 -0.78 -0.68
O 3.326589 1.691958 -0.337188 -0.57 0.01 0.54 -0.69
F 2.489385 -0.185291 1.627195 0.25 0.70 0.18 -0.22
Cl 3.185256 -2.161364 0.291369 -0.03 -0.50 -0.20 -0.22
H 0.727423 1.785546 0.909452 0.71 0.54 -0.67 0.31
H -0.916281 1.738559 0.526525 -0.44 -0.09 -0.08 0.31
H -0.123628 0.733597 1.693767 -0.78 -1.53 1.40 0.38
H 0.581458 0.685219 -1.220792 0.33 -0.08 -1.37 0.32
H -0.342704 -0.700922 -0.334037 -0.03 -0.76 -0.76 0.33

13
Properties=species:S:1:pos:R:3:forces:R:3:mulliken_charge:R:1 method="wB97M-V/def2-TZVPD" de_lowest_kcal_mol=41.5 total_energy_ev=-10714.0929 smiles=C#C[C@H](C)C(F)F molar_mass_g_mol=104.10
C -1.230743 -0.492490 -2.273608 -1.21 -0.59 -1.08 0.13
C -0.632353 -0.050921 -1.365115 4.04 1.67 5.28 -0.94
C 0.373996 0.384756 -0.053073 -0.47 -0.70 -5.09 0.36
C 1.210664 -0.824779 0.402664 -0.52 -2.23 1.82 -1.10
C -0.558080 1.024734 0.927929 -0.09 -1.44 3.39 0.10
F -1.368539 0.038826 1.576419 1.04 0.66 -1.17 -0.28
F 0.129245 1.575385 2.017426 -0.14 -0.21 -1.31 -0.25
H -1.942877 -0.906291 -2.901182 -0.60 -0.42 -1.07 0.49
H 1.098700 1.070799 -0.631540 -1.38 -0.31 1.53 0.28
H 0.557836 -1.818072 0.358968 1.36 2.17 0.15 0.27
H 2.150296 -1.035952 -0.211442 -1.42 0.67 0.80 0.35
H 1.494912 -0.692645 1.541901 -0.39 -0.19 -2.36 0.28
H -1.283058 1.726651 0.610652 -0.24 0.91 -0.87 0.30

Please write out number 6 again, unchanged.
13
Properties=species:S:1:pos:R:3:forces:R:3:mulliken_charge:R:1 method="wB97M-V/def2-TZVPD" de_lowest_kcal_mol=74.4 total_energy_ev=-23562.1745 molar_mass_g_mol=139.53 total_charge=-1
C 3.371823 0.515811 -0.739201 -0.06 1.20 1.96 0.55
C -0.062545 1.077078 0.707689 0.29 2.95 1.22 -0.83
C 0.233945 0.194955 -0.360505 0.95 -1.44 0.43 -0.84
C 2.674407 -0.506357 0.346430 -0.59 0.59 -1.87 0.29
O 3.881076 0.084612 -1.752493 -0.05 -1.60 -0.78 -0.68
O 3.326589 1.691958 -0.337188 -0.57 0.01 0.54 -0.69
F 2.489385 -0.185291 1.627195 0.25 0.70 0.18 -0.22
Cl 3.185256 -2.161364 0.291369 -0.03 -0.50 -0.20 -0.22
H 0.727423 1.785546 0.909452 0.71 0.54 -0.67 0.31
H -0.916281 1.738559 0.526525 -0.44 -0.09 -0.08 0.31
H -0.123628 0.733597 1.693767 -0.78 -1.53 1.40 0.38
H 0.581458 0.685219 -1.220792 0.33 -0.08 -1.37 0.32
H -0.342704 -0.700922 -0.334037 -0.03 -0.76 -0.76 0.33